No. 1
DFT (the ωB97M-V functional and the def2-TZVPD basis) results for a structure of composition C8H15NO in a non-equilibrium geometry.

Computed properties:
HOMO energy (alpha / beta)	-7.391 / -7.391	eV
net charge	0
DFT total energy	-443.630840	Eh

Last column: natural (NBO) charge in e.
Cartesian coordinates (Å):
C1 -0.324 0.552 2.056  -0.405
C2 -1.447 1.727 0.253  -0.414
N1 -0.438 0.702 0.589  -0.381
C3 0.802 0.871 -0.212  0.008
C4 2.023 0.541 0.337  -0.535
H1 0.759 1.771 -0.817  0.216
H2 -0.209 1.525 2.528  0.206
H3 -1.246 0.086 2.408  0.214
H4 0.499 -0.095 2.334  0.219
H5 -2.327 1.664 0.889  0.226
H6 -0.989 2.713 0.318  0.202
H7 -1.818 1.582 -0.758  0.237
H8 2.913 0.787 -0.223  0.214
H9 2.154 -0.202 1.108  0.190
C5 -0.209 -2.043 0.318  -0.723
C6 -0.981 -0.860 -0.202  0.688
C7 0.046 -0.269 -1.758  -0.362
C8 0.988 -0.954 -2.404  -0.409
O1 -2.177 -0.864 -0.385  -0.657
H10 -0.744 0.200 -2.345  0.187
H11 -0.346 -2.862 -0.383  0.255
H12 0.849 -1.806 0.409  0.225
H13 -0.610 -2.342 1.289  0.222
H14 1.000 -1.049 -3.483  0.195
H15 1.833 -1.373 -1.866  0.180

No. 2
DFT (the ωB97M-V functional and the def2-TZVPD basis) results for a cluster of 2 separate species, C8H15NO in total in a non-equilibrium geometry.

Computed properties:
HOMO energy	-8.979	eV
net charge	0
DFT total energy	-443.703020	Eh
SMILES	CC(=O)C(C)(C)C.C=C=N

Last column: natural (NBO) charge in e.
Cartesian coordinates (Å):
C1 2.291 -0.998 3.457  0.412
C2 -1.793 -0.255 -0.946  -0.614
C3 0.232 -0.245 -2.468  -0.599
C4 -0.254 1.811 -1.184  -0.605
C5 0.058 0.501 1.286  -0.739
C6 3.040 -1.280 2.417  -0.667
C7 -0.381 0.236 -1.206  -0.164
C8 0.187 -0.357 0.111  0.630
N1 1.664 -0.927 4.483  -0.628
O1 0.731 -1.388 -0.004  -0.548
H1 -2.515 -0.406 -1.753  0.224
H2 -1.953 -1.165 -0.235  0.223
H3 -2.215 0.529 -0.433  0.201
H4 0.195 -1.263 -2.694  0.224
H5 1.252 0.030 -2.473  0.211
H6 -0.276 0.109 -3.367  0.208
H7 -0.443 2.236 -2.183  0.221
H8 0.720 2.153 -0.725  0.212
H9 -0.994 2.220 -0.579  0.199
H10 -0.971 0.834 1.268  0.231
H11 0.634 1.398 1.430  0.256
H12 0.180 -0.174 2.298  0.229
H13 2.663 -1.810 1.521  0.274
H14 4.141 -1.011 2.401  0.245
H15 1.240 -0.047 4.569  0.362